Density functional theory data (the ωB97M-V functional and the def2-TZVPD basis) for 2 unconnected molecules or ions with the total composition C4H9FN2O2.

Structure (ORCA input):
```
! wB97M-V def2-TZVPD RIJCOSX def2/J DEFGRID3
* xyz 0 1
C -0.90295 0.90566 -1.26443
C -0.77086 -0.53486 -0.68283
C -0.30289 -0.42714 0.70600
C -1.12571 0.13241 1.72958
N 0.87050 -0.78329 1.05098
N 1.95069 -1.35218 0.42292
O 2.16691 -2.50663 0.57634
O 2.52719 -0.52018 -0.27095
H -1.76390 1.33246 -0.81535
H -0.06438 1.40750 -0.89590
H -0.88393 1.07786 -2.34974
H -0.01329 -1.24491 -1.06491
H -1.71077 -1.07776 -0.66849
H -1.17988 1.19495 1.45760
H -0.62243 0.18970 2.65690
H -2.04075 -0.37828 1.98667
F 1.77235 1.70142 -1.38573
H 2.09411 0.88327 -1.18868
*
```

Calculated values
Energy: -517.50847 Eh
SMILES: CC/C(C)=N\[N+](=O)[O-].F
HOMO-LUMO gap: 10.7049 eV
ΔE to the lowest compared entry with this formula, charge and spin: 1.1560 eV